C41H59N5O11 | wB97M-V/def2-TZVPD

**Electronic energy**: -2699.07139 Eh
**HOMO energy**: -8.2 eV
**Structure (SMILES)**: c1cc[nH]c1.c1cc[nH]c1.c1cc[nH]c1.c1cc[nH]c1.c1cc[nH]c1.O=C1CCCO1.O=C1CCCO1.O=C1CCCO1.O=C1CCCO1.O=C1CCCO1.CO
**LUMO**: -0.146 eV

Each line ends with the Mulliken charge.
Element x y z (Å)
O1 -6.5542 -0.2919 3.7642  -0.57
C1 -5.6286 -0.4748 3.0489  0.41
O2 -5.6248 0.0028 1.7670  -0.39
C2 -4.4838 -0.3467 1.0539  -0.32
C3 -3.5048 -1.0838 2.0108  0.37
C4 -4.3880 -1.3666 3.2556  -0.01
H1 -4.0104 0.4679 0.5058  0.20
H2 -4.6642 -1.0888 0.2631  0.21
H3 -2.7124 -0.3696 2.2204  -0.25
H4 -3.1219 -2.0036 1.5825  0.26
H5 -3.8633 -1.0820 4.1606  -0.25
H6 -4.6960 -2.4088 3.2404  0.37
O3 4.2983 -3.3651 0.5066  -0.58
C5 4.2857 -2.1674 0.4237  0.22
O4 3.1718 -1.5060 0.0655  0.04
C6 3.4266 -0.1180 -0.1427  0.80
C7 4.7882 0.1471 0.4746  -0.74
C8 5.4733 -1.2164 0.5543  -0.57
H7 2.6979 0.4896 0.3903  -0.35
H8 3.4462 0.1059 -1.2101  -0.14
H9 4.6715 0.5133 1.4976  0.28
H10 5.2951 0.9201 -0.1015  0.44
H11 5.9280 -1.3879 1.5234  0.30
H12 6.1104 -1.3210 -0.3226  0.29
O5 -4.4926 -0.7841 -7.7516  -0.58
C9 -3.7585 -1.2311 -6.9310  0.39
O6 -2.9985 -0.4339 -6.1277  -0.36
C10 -2.4079 -1.1957 -5.0658  0.47
C11 -2.4402 -2.6495 -5.5447  -0.78
C12 -3.4724 -2.6745 -6.6697  -0.26
H13 -2.9395 -1.0371 -4.1280  0.02
H14 -1.3529 -0.9632 -4.9413  -0.05
H15 -2.7341 -3.3393 -4.7506  0.29
H16 -1.4672 -3.0363 -5.8500  0.32
H17 -4.3604 -3.1663 -6.2735  0.24
H18 -3.1464 -3.1387 -7.5961  0.25
O7 0.0358 -2.1251 3.1447  -0.52
C13 0.8407 -2.8698 3.6450  0.29
O8 0.9797 -2.9397 4.9767  -0.46
C14 1.7067 -4.0685 5.3977  -0.48
C15 2.4090 -4.6331 4.1408  -0.69
C16 1.8380 -3.7708 2.9815  1.00
H19 1.0158 -4.7541 5.8893  0.28
H20 2.4919 -3.7660 6.0919  0.29
H21 2.2730 -5.6989 3.9723  0.33
H22 3.4850 -4.4721 4.1703  0.35
H23 1.1908 -4.2821 2.2558  -0.29
H24 2.5673 -3.2571 2.3605  -0.39
O9 2.7105 7.3494 -1.7475  -0.57
C17 2.7094 6.1651 -1.8628  0.33
O10 3.0626 5.5054 -2.9886  -0.39
C18 3.2381 4.0846 -2.7540  -0.46
C19 2.9044 3.8987 -1.2732  0.55
C20 2.2234 5.1638 -0.8455  0.20
H25 4.2462 3.7423 -2.9737  0.24
H26 2.4960 3.5555 -3.3492  0.33
H27 3.7570 3.7756 -0.6023  0.24
H28 2.2857 3.0031 -1.1667  -0.50
H29 2.4430 5.4503 0.1805  0.26
H30 1.1311 5.2211 -0.9220  -0.20
C21 1.5638 3.4780 3.6158  -0.20
O11 1.8767 4.6619 2.9450  -0.51
H31 2.4116 3.1172 4.1975  0.37
H32 0.7922 3.6331 4.3798  0.28
H33 1.1971 2.6800 2.9626  -0.18
H34 1.1610 5.2528 2.7145  0.28
N1 2.0349 -5.2525 -0.2995  0.01
C22 1.1230 -6.1129 0.3018  -0.78
C23 -0.1287 -5.6549 -0.0123  -0.38
C24 0.0234 -4.5202 -0.8521  -0.28
C25 1.3442 -4.2483 -0.9374  -0.84
H35 2.9945 -5.2189 -0.0028  0.34
H36 1.4696 -6.8721 0.9816  0.42
H37 -1.0541 -6.1081 0.3070  0.42
H38 -0.8414 -3.9906 -1.2171  0.63
H39 1.8486 -3.4155 -1.3969  0.47
N2 -0.5858 -0.5060 0.6904  1.21
C26 -1.2564 -0.9331 -0.4328  -1.18
C27 -1.0260 0.0141 -1.4085  -0.55
C28 -0.1345 0.9672 -0.8996  0.30
C29 0.0378 0.6717 0.4465  -1.45
H40 -0.2879 -1.1718 1.3925  -0.24
H41 -1.6479 -1.9302 -0.5301  0.57
H42 -1.4799 0.0353 -2.3858  -0.07
H43 0.2060 1.8388 -1.4386  1.09
H44 0.6955 1.1730 1.1381  0.35
N3 2.0273 0.5578 -5.4176  0.06
C30 1.2975 0.8110 -4.3042  -0.68
C31 -0.0084 1.0218 -4.6790  -0.20
C32 -0.0678 0.9433 -6.0788  -0.87
C33 1.2141 0.6555 -6.5200  -0.73
H45 3.0124 0.3843 -5.4613  0.21
H46 1.7569 0.8064 -3.3277  0.63
H47 -0.8213 1.2712 -4.0185  0.83
H48 -0.9276 1.0926 -6.7096  0.50
H49 1.6384 0.7159 -7.5084  0.39
N4 -2.7825 4.7653 -1.1689  0.03
C34 -2.4389 5.8431 -0.3874  -0.52
C35 -1.6485 5.3399 0.6317  -0.87
C36 -1.4673 3.9485 0.4300  0.20
C37 -2.1892 3.6462 -0.7063  -0.81
H50 -3.3305 4.8037 -2.0082  0.19
H51 -2.7350 6.8599 -0.5685  0.40
H52 -1.1944 5.9821 1.3709  0.36
H53 -0.7740 3.2664 0.8879  0.50
H54 -2.3396 2.7145 -1.2276  0.52
N5 -1.4334 -0.4113 5.0717  0.48
C38 -1.2091 0.8573 4.6193  -0.37
C39 -1.9939 1.6954 5.3878  -0.73
C40 -2.6608 0.9086 6.3512  -0.41
C41 -2.3361 -0.3924 6.0886  -0.95
H55 -1.1346 -1.2809 4.6568  0.19
H56 -0.5454 1.0336 3.7902  0.59
H57 -2.0540 2.7673 5.2833  0.43
H58 -3.2969 1.4096 7.0627  0.43
H59 -2.7057 -1.2800 6.5769  0.39

C2H7N3 | wB97M-V/def2-TZVPD

**Electronic energy**: -244.60274 Eh
**HOMO energy**: -9.0 eV
**Structure (SMILES)**: [H]/N=C/NNC
**Energy above the lowest of the compared OMol25 structures with the same formula, charge and spin**: 1.9763 eV
**LUMO**: 0.947 eV

Each line ends with the natural charge from an NBO analysis.
Element x y z (Å)
C1 1.3877 -0.8846 -0.7986  -0.43
C2 -1.2519 0.6415 0.2612  0.25
H1 1.7972 -1.9426 -0.6804  0.21
H2 2.3248 -0.1863 -1.0380  0.20
H3 0.6456 -0.8266 -1.6352  0.18
H4 0.3390 -1.1638 0.9614  0.33
H5 0.3522 1.4355 1.1057  0.39
H6 -1.5839 -0.3746 -0.1273  0.15
H7 -2.9900 1.3117 0.4167  0.33
N1 0.8738 -0.4134 0.5076  -0.45
N2 0.0925 0.7105 0.4875  -0.46
N3 -1.9872 1.6927 0.5394  -0.71